Molecular formula: C18H20N3O7
Method: DFT, ωB97M-V with the def2-TZVPD basis set

Cartesian coordinates (Å):
O 3.949 -0.337 6.640
O -5.606 1.064 -1.378
O 0.562 -0.619 6.122
O -1.394 1.889 -0.441
O -2.578 -1.423 -3.137
O 0.252 0.652 -1.244
O 2.695 -2.144 7.178
C 2.872 -0.922 6.596
C -4.842 0.888 -2.316
C 1.722 -0.268 5.892
C -0.758 1.375 -1.387
C -2.247 -0.427 -3.766
C 0.930 0.853 2.555
C 1.855 0.429 3.484
C 4.439 -2.186 2.333
C 3.939 -2.325 1.030
C 3.835 -1.293 3.230
C 2.842 -1.558 0.616
C 2.720 -0.549 2.823
C 2.248 -0.679 1.520
N 1.176 0.185 1.363
N -1.690 -0.619 -4.968
N -3.536 1.122 -2.204
C -5.409 0.432 -3.646
C 1.939 0.897 4.914
C -1.327 0.382 -5.971
C -1.209 1.706 -2.812
C -2.514 1.014 -3.258
H 3.548 -2.381 7.567
H 0.136 1.580 2.706
H 5.299 -2.768 2.647
H 4.404 -3.018 0.336
H 4.244 -1.177 4.225
H 2.444 -1.633 -0.393
H 0.675 0.347 0.473
H -1.518 -1.589 -5.183
H -3.197 1.382 -1.279
H -5.022 -0.560 -3.872
H -6.493 0.383 -3.564
H -5.130 1.137 -4.424
H 1.175 1.657 5.100
H 2.912 1.365 5.081
H -1.087 -0.115 -6.911
H -0.452 0.944 -5.643
H -2.157 1.069 -6.144
H -0.404 1.473 -3.507
H -1.369 2.785 -2.868
H -2.876 1.580 -4.113

The value obtained for the HOMO-LUMO gap is 6.8 eV. The charge is -1. The value obtained for the max |F| is 3.8 eV Å⁻¹.

Molecular formula: C18H20N6O3S2
Method: DFT, ωB97M-V with the def2-TZVPD basis set

Cartesian coordinates (Å):
C -6.169 -2.035 0.389
C -5.145 -1.925 -0.731
O -4.165 -0.930 -0.442
C -3.126 -1.298 0.319
O -2.955 -2.415 0.749
C -2.227 -0.172 0.531
S -2.557 1.366 -0.218
C -1.076 1.958 0.508
N -0.680 3.238 0.272
C 0.545 3.836 0.519
O 0.777 4.929 0.074
C 1.471 3.117 1.464
S 2.527 1.804 0.737
C 1.692 1.336 -0.700
N 0.987 2.107 -1.501
N 0.509 1.317 -2.449
N 0.880 0.119 -2.291
N 1.639 0.062 -1.190
C 2.226 -1.109 -0.688
C 3.498 -1.031 -0.136
C 4.090 -2.157 0.400
C 3.423 -3.375 0.388
C 4.063 -4.607 0.949
C 2.158 -3.435 -0.181
C 1.534 -2.324 -0.730
C 0.175 -2.448 -1.340
N -0.440 1.089 1.225
C -1.059 -0.115 1.257
C -0.449 -1.217 2.042
H -6.635 -1.069 0.569
H -5.685 -2.371 1.303
H -6.936 -2.753 0.112
H -5.612 -1.599 -1.663
H -4.640 -2.885 -0.880
H -1.251 3.763 -0.383
H 0.905 2.630 2.257
H 2.179 3.841 1.868
H 4.027 -0.090 -0.140
H 5.079 -2.085 0.827
H 4.800 -4.351 1.706
H 3.317 -5.267 1.385
H 4.571 -5.154 0.154
H 1.634 -4.379 -0.197
H 0.255 -2.458 -2.426
H -0.459 -1.606 -1.072
H -0.307 -3.364 -1.012
H 0.612 -1.292 1.811
H -0.951 -2.154 1.824
H -0.544 -0.997 3.105

Its SMILES is CCOC(=O)c1sc(NC(=O)CSc2nnnn2-c2ccc(C)cc2C)nc1C. The value obtained for the HOMO-LUMO gap is 8.9 eV. The charge is 0. The value obtained for the max |F| is 1.7 eV Å⁻¹.

Molecular formula: C18H20NO
Method: DFT, ωB97M-V with the def2-TZVPD basis set

Cartesian coordinates (Å):
C -1.685 0.311 -2.378
O -0.369 0.814 -2.077
C -0.229 1.592 -1.039
C 1.021 2.228 -0.803
C 1.119 3.142 0.274
C 2.336 3.730 0.566
C 3.477 3.452 -0.200
C 4.791 4.092 0.136
C 3.367 2.570 -1.285
C 2.167 1.967 -1.609
H -1.527 -0.350 -3.229
H -2.082 -0.234 -1.513
H -2.359 1.137 -2.639
H -1.135 1.869 -0.481
H 0.213 3.339 0.849
H 2.436 4.421 1.403
H 5.562 3.754 -0.566
H 4.720 5.187 0.080
H 5.104 3.833 1.157
H 4.256 2.358 -1.880
H 2.068 1.285 -2.454
C -3.494 -4.266 -0.968
C -2.755 -3.520 0.103
C -1.571 -2.842 -0.230
C -0.878 -2.124 0.744
C -1.384 -2.137 2.082
N -0.520 -1.390 2.863
C 0.508 -0.900 2.080
C 0.303 -1.306 0.766
C -2.554 -2.798 2.428
C -3.239 -3.487 1.421
H -4.388 -4.746 -0.559
H -3.806 -3.589 -1.777
H -2.858 -5.040 -1.418
H -1.173 -2.864 -1.246
H -0.624 -1.234 3.863
H 1.314 -0.327 2.522
H 0.944 -1.149 -0.091
H -2.909 -2.761 3.457
H -4.165 -4.018 1.646

The value obtained for the HOMO-LUMO gap is 5.2 eV. The charge is +1. The value obtained for the max |F| is 1.9 eV Å⁻¹.

Molecular formula: C18H20O5S
Method: DFT, ωB97M-V with the def2-TZVPD basis set

Cartesian coordinates (Å):
O 3.350 -0.567 -3.221
C 3.125 0.394 -2.538
O 3.160 1.642 -3.016
C 2.777 0.299 -1.089
C 2.705 -0.873 -0.454
C 2.401 -0.980 1.003
C 1.034 -1.547 1.324
C 0.724 -1.863 2.604
S -0.871 -2.481 2.828
C -1.171 -2.343 1.119
C -2.348 -2.697 0.477
C -2.426 -2.532 -0.889
C -1.341 -2.017 -1.594
C -0.173 -1.664 -0.956
C -0.056 -1.822 0.429
C 2.600 0.405 1.644
C 1.957 1.488 0.782
O 0.590 1.275 0.743
C -0.162 2.288 0.090
C -1.547 2.374 0.725
C -2.426 1.158 0.439
C -2.974 1.143 -0.989
O -3.892 0.100 -1.208
O 2.533 1.528 -0.512
H 2.950 2.273 -2.308
H 2.913 -1.770 -1.014
H 3.135 -1.664 1.449
H 1.356 -1.773 3.467
H -3.175 -3.093 1.045
H -3.330 -2.793 -1.415
H -1.419 -1.890 -2.663
H 0.652 -1.273 -1.527
H 3.667 0.626 1.719
H 2.154 0.444 2.636
H 2.180 2.494 1.188
H 0.354 3.251 0.206
H -0.236 2.063 -0.980
H -2.038 3.279 0.360
H -1.412 2.468 1.804
H -1.854 0.249 0.618
H -3.273 1.168 1.132
H -3.444 2.114 -1.212
H -2.173 0.973 -1.711
H -4.579 0.146 -0.534

Its SMILES is O=C(O)C1=C[C@H](c2csc3ccccc23)C[C@H](OCCCCO)O1. The value obtained for the HOMO-LUMO gap is 8.6 eV. The charge is 0. The value obtained for the max |F| is 1.0 eV Å⁻¹.

Molecular formula: C18H20O6
Method: DFT, ωB97M-V with the def2-TZVPD basis set

Cartesian coordinates (Å):
C -2.793 -2.790 -0.124
O -3.501 -1.570 -0.173
C -3.101 -0.623 -1.068
C -2.247 -0.883 -2.135
C -1.932 0.100 -3.056
C -2.463 1.369 -2.928
C -3.278 1.656 -1.849
C -3.595 0.686 -0.908
O -4.406 1.095 0.128
C -4.088 0.644 1.437
C -2.639 0.849 1.744
C -1.947 1.931 2.227
C -0.586 1.578 2.190
C -0.539 0.301 1.677
C 0.572 -0.593 1.352
O 0.449 -1.678 0.838
O 1.749 -0.046 1.699
C 2.916 -0.805 1.407
C 3.346 -0.646 -0.065
C 3.670 0.812 -0.405
C 5.166 0.887 -0.104
C 5.629 -0.516 -0.497
O 4.530 -1.390 -0.283
O -1.788 -0.129 1.414
H -2.957 -3.385 -1.027
H -3.199 -3.326 0.733
H -1.723 -2.621 0.026
H -1.830 -1.869 -2.257
H -1.273 -0.136 -3.878
H -2.231 2.138 -3.649
H -3.686 2.645 -1.705
H -4.337 -0.417 1.553
H -4.708 1.254 2.097
H -2.366 2.857 2.564
H 0.253 2.170 2.492
H 3.691 -0.426 2.075
H 2.736 -1.865 1.609
H 2.554 -1.059 -0.699
H 3.485 1.000 -1.463
H 3.075 1.503 0.188
H 5.334 1.062 0.959
H 5.675 1.661 -0.672
H 5.906 -0.553 -1.559
H 6.475 -0.873 0.097

Its SMILES is COc1ccccc1OCc1ccc(C(=O)OC[C@H]2CCCO2)o1. The value obtained for the HOMO-LUMO gap is 8.8 eV. The charge is 0. The value obtained for the max |F| is 1.1 eV Å⁻¹.